Entry from OMol25: a 2-piece molecular cluster, C6H13N overall at a distorted geometry (ωB97M-V/def2-TZVPD).

The geometry in ORCA input format:
```
! RIJCOSX wB97M-V def2-TZVPD def2/J DEFGRID3
* xyz 0 1
C 0.899 -1.153 -1.315
C -0.092 -0.869 -0.170
C -0.056 0.444 0.428
C 0.854 1.426 0.176
C -1.188 0.753 1.397
C -2.524 0.766 0.624
N 2.298 -1.319 -0.859
H 0.533 -2.110 -1.740
H 0.824 -0.372 -2.035
H -0.284 -1.782 0.412
H -1.541 -1.058 -1.423
H 0.827 2.262 0.825
H 1.437 1.409 -0.741
H -1.213 0.045 2.195
H -1.087 1.769 1.804
H -3.256 1.398 1.248
H -2.880 -0.293 0.577
H -2.362 1.207 -0.357
H 2.478 -0.650 -0.121
H 2.853 -0.932 -1.606
*
```

The calculation puts the frontier orbital gap at 8.3894 eV. The lowest unoccupied orbital energy is -0.31 eV. Its relative energy (zero: lowest compared OMol25 entry of this formula, charge and spin) is 399.3 kJ/mol. The calculation puts the total energy at -291.00665 hartree.

Entry from OMol25: one molecule with the formula C6H13N at a distorted geometry (ωB97M-V/def2-TZVPD).

The geometry in ORCA input format:
```
! RIJCOSX wB97M-V def2-TZVPD def2/J DEFGRID3
* xyz 0 1
C -0.967 1.785 -0.700
C -0.289 0.855 0.070
C -0.663 -0.450 0.866
C -0.407 -1.791 -0.004
C -1.145 -1.901 -1.334
N 1.006 1.284 0.330
C 2.191 0.578 0.854
H -0.520 2.739 -0.874
H -1.850 1.699 -1.433
H -1.705 -0.452 1.075
H -0.100 -0.345 1.851
H 0.660 -1.937 -0.061
H -0.829 -2.580 0.642
H -2.232 -2.022 -1.078
H -0.891 -2.871 -1.770
H -0.970 -1.061 -2.057
H 1.309 2.208 0.016
H 2.043 0.249 1.852
H 2.479 -0.326 0.244
H 3.245 1.254 0.771
*
```

The calculation puts the frontier orbital gap at 8.2075 eV. Its structure (SMILES) is C=C(CCC)NC. The lowest unoccupied orbital energy is 0.95 eV. Its relative energy (zero: lowest compared OMol25 entry of this formula, charge and spin) is 221.0 kJ/mol. The calculation puts the total energy at -291.07456 hartree.

Entry from OMol25: one molecule with the formula C6H13N at a distorted geometry (ωB97M-V/def2-TZVPD).

The geometry in ORCA input format:
```
! RIJCOSX wB97M-V def2-TZVPD def2/J DEFGRID3
* xyz 0 1
C -0.604 -1.031 -1.516
C -0.550 -0.329 -0.383
C -1.759 0.473 0.084
C -2.129 0.292 1.570
C 0.726 -0.300 0.414
C 1.870 0.542 -0.134
N 2.550 0.052 -1.319
H 0.259 -1.665 -1.681
H -1.387 -0.815 -2.231
H -1.604 1.538 -0.099
H -2.563 0.029 -0.503
H -1.233 0.028 2.135
H -2.870 -0.458 1.738
H -2.413 1.236 2.035
H 0.559 0.066 1.434
H 1.049 -1.309 0.706
H 1.456 1.528 -0.368
H 2.500 0.789 0.733
H 3.533 0.299 -1.295
H 2.610 -0.964 -1.319
*
```

The calculation puts the frontier orbital gap at 10.0656 eV. Its structure (SMILES) is C=C(CC)CCN. The lowest unoccupied orbital energy is 1.04 eV. Its relative energy (zero: lowest compared OMol25 entry of this formula, charge and spin) is 110.9 kJ/mol. The calculation puts the total energy at -291.11651 hartree.

Entry from OMol25: one molecule with the formula C6H13N at a distorted geometry (ωB97M-V/def2-TZVPD).

The geometry in ORCA input format:
```
! RIJCOSX wB97M-V def2-TZVPD def2/J DEFGRID3
* xyz 0 1
C -0.231 2.801 -0.015
C -0.574 1.345 -0.566
C -1.296 0.331 0.357
N -0.689 -0.938 -0.010
C -0.667 -2.174 0.738
C 0.541 -1.301 0.641
C 1.717 -1.551 -0.267
H 0.084 2.704 1.039
H -1.017 3.553 -0.059
H 0.661 3.250 -0.502
H -0.999 1.188 -1.579
H 0.463 1.093 -0.598
H -2.384 0.252 0.197
H -1.148 0.629 1.410
H -0.725 -3.066 0.112
H -1.173 -2.257 1.700
H 0.770 -0.754 1.563
H 2.485 -2.174 0.200
H 1.366 -2.030 -1.186
H 2.172 -0.593 -0.549
*
```

The calculation puts the frontier orbital gap at 10.0664 eV. Its structure (SMILES) is CCCN1C[C@H]1C. The lowest unoccupied orbital energy is 1.17 eV. Its relative energy (zero: lowest compared OMol25 entry of this formula, charge and spin) is 158.2 kJ/mol. The calculation puts the total energy at -291.09850 hartree.

Entry from OMol25: one molecule with the formula C6H13N (ωB97M-V/def2-TZVPD).

The geometry in ORCA input format:
```
! RIJCOSX wB97M-V def2-TZVPD def2/J DEFGRID3
* xyz 0 1
C 1.880 0.138 0.612
C -0.381 -0.545 1.457
N 0.437 0.388 0.520
C 0.167 1.811 0.293
C -0.529 -0.627 -0.025
C -1.748 -0.067 -0.749
C 0.056 -1.787 -0.815
H 2.413 0.572 -0.242
H 2.230 0.594 1.543
H 2.071 -0.928 0.683
H -1.195 0.094 1.842
H 0.326 2.071 -0.760
H -0.855 2.055 0.576
H 0.849 2.404 0.909
H -2.475 -0.883 -0.818
H -2.238 0.737 -0.197
H -1.539 0.273 -1.772
H 0.926 -2.234 -0.335
H 0.314 -1.498 -1.843
H -0.709 -2.569 -0.876
*
```

The calculation puts the frontier orbital gap at 7.8662 eV. The lowest unoccupied orbital energy is 0.80 eV. Its relative energy (zero: lowest compared OMol25 entry of this formula, charge and spin) is 314.7 kJ/mol. The calculation puts the total energy at -291.03888 hartree.

Entry from OMol25: an isolated ion of composition C6H13N and charge +1 at a distorted geometry (ωB97M-V/def2-TZVPD).

The geometry in ORCA input format:
```
! RIJCOSX wB97M-V def2-TZVPD def2/J DEFGRID3
* xyz 1 2
C 1.142 0.630 1.608
C 0.346 0.890 0.363
C -0.734 -0.097 -0.031
C -1.207 -1.008 0.848
C -1.354 0.233 -1.358
C -0.415 0.040 -2.583
N 1.849 -0.722 1.394
H 0.465 0.641 2.460
H 1.907 1.383 1.842
H -0.215 1.862 0.470
H 0.910 1.194 -0.542
H -0.793 -1.329 1.811
H -1.822 -1.706 0.284
H -1.696 1.266 -1.332
H -2.200 -0.453 -1.492
H -0.948 0.000 -3.544
H 0.257 0.883 -2.504
H 0.108 -0.914 -2.512
H 1.691 -0.952 0.416
H 2.829 -0.440 1.441
*
```

The calculation puts the frontier orbital gap (spin up / spin down) at 10.4896 / 5.2997 eV. The lowest unoccupied orbital energy (spin up / spin down) is -4.18 / -8.68 eV. Its expectation value of S² is 0.756. Its relative energy (zero: lowest compared OMol25 entry of this formula, charge and spin) is 241.0 kJ/mol. The calculation puts the total energy at -290.78690 hartree.

Entry from OMol25: an isolated ion of composition C6H13N and charge +1 at a distorted geometry (ωB97M-V/def2-TZVPD).

The geometry in ORCA input format:
```
! RIJCOSX wB97M-V def2-TZVPD def2/J DEFGRID3
* xyz 1 2
C 0.411 0.598 2.028
N 0.807 0.292 0.663
C -0.236 -0.083 -0.257
C 0.067 -0.188 -1.817
C -1.037 -0.950 -2.425
C -1.883 -0.455 -3.339
C 1.543 0.518 3.044
H -0.442 -0.042 2.345
H -0.090 1.685 2.114
H 1.576 -0.275 1.017
H -0.528 -1.143 0.051
H -1.237 0.634 -0.184
H 0.062 0.902 -2.137
H 1.109 -0.679 -1.843
H -1.224 -1.892 -1.871
H -2.922 -0.842 -3.430
H -1.577 0.289 -4.055
H 1.780 -0.495 3.512
H 2.485 1.011 2.641
H 1.338 1.114 3.942
*
```

The calculation puts the frontier orbital gap (spin up / spin down) at 10.1918 / 5.1231 eV. The lowest unoccupied orbital energy (spin up / spin down) is -2.94 / -8.01 eV. Its expectation value of S² is 0.755. Its relative energy (zero: lowest compared OMol25 entry of this formula, charge and spin) is 320.5 kJ/mol. The calculation puts the total energy at -290.75662 hartree.

Entry from OMol25: an isolated ion of composition C6H13N2 and charge +1 at a distorted geometry (ωB97M-V/def2-TZVPD).

The geometry in ORCA input format:
```
! RIJCOSX wB97M-V def2-TZVPD def2/J DEFGRID3
* xyz 1 1
C -1.732 1.295 -0.545
N -1.422 0.136 -0.039
C -2.075 -0.567 1.024
C -0.026 -0.054 -0.379
C 0.368 -1.200 -1.266
N 0.333 1.358 -0.557
C 0.860 0.649 0.591
C 2.320 0.282 0.649
H -1.498 1.566 -1.561
H -2.540 1.859 -0.085
H -3.063 -0.147 1.206
H -2.184 -1.615 0.735
H -1.485 -0.532 1.941
H -0.497 -1.835 -1.440
H 1.149 -1.805 -0.812
H 0.723 -0.847 -2.232
H 0.992 1.640 -1.275
H 0.449 0.987 1.536
H 2.701 -0.012 -0.325
H 2.465 -0.539 1.348
H 2.892 1.137 1.001
*
```

The calculation puts the frontier orbital gap at 9.5395 eV. Its structure (SMILES) is C=[N+](C)[C@@]1(C)N[C@@H]1C. The lowest unoccupied orbital energy is -4.29 eV. Its relative energy (zero: lowest compared OMol25 entry of this formula, charge and spin) is 285.1 kJ/mol. The calculation puts the total energy at -345.58742 hartree.

Q: Which value of relative energy (zero: lowest compared OMol25 entry of this formula, charge and spin) does entry 2 give?
A: 221.0 kJ/mol

Q: Among the records above, which one has the lowest relative energy (zero: lowest compared OMol25 entry of this formula, charge and spin)?
A: number 3

Copy entry 1 word for word.
Entry from OMol25: a 2-piece molecular cluster, C6H13N overall at a distorted geometry (ωB97M-V/def2-TZVPD).

The geometry in ORCA input format:
```
! RIJCOSX wB97M-V def2-TZVPD def2/J DEFGRID3
* xyz 0 1
C 0.899 -1.153 -1.315
C -0.092 -0.869 -0.170
C -0.056 0.444 0.428
C 0.854 1.426 0.176
C -1.188 0.753 1.397
C -2.524 0.766 0.624
N 2.298 -1.319 -0.859
H 0.533 -2.110 -1.740
H 0.824 -0.372 -2.035
H -0.284 -1.782 0.412
H -1.541 -1.058 -1.423
H 0.827 2.262 0.825
H 1.437 1.409 -0.741
H -1.213 0.045 2.195
H -1.087 1.769 1.804
H -3.256 1.398 1.248
H -2.880 -0.293 0.577
H -2.362 1.207 -0.357
H 2.478 -0.650 -0.121
H 2.853 -0.932 -1.606
*
```

The calculation puts the frontier orbital gap at 8.3894 eV. The lowest unoccupied orbital energy is -0.31 eV. Its relative energy (zero: lowest compared OMol25 entry of this formula, charge and spin) is 399.3 kJ/mol. The calculation puts the total energy at -291.00665 hartree.

Q: Look up the relative energy (zero: lowest compared OMol25 entry of this formula, charge and spin) of the first one.
A: 399.3 kJ/mol